Below is a single C21H33N5O3 molecule, with properties calculated with ωB97M-V with the def2-TZVPD basis set.

```
62
Properties=species:S:1:pos:R:3:mulliken_charge:R:1
C -3.10 -3.05 -1.56 -0.834
O -3.02 -1.81 -0.90 -0.205
C -3.58 -0.76 -1.64 -0.522
C -3.36 0.54 -0.87 -0.054
C -3.89 1.74 -1.66 -2.026
N -3.06 1.99 -2.82 0.172
C -3.52 1.66 -4.06 0.604
O -4.68 1.31 -4.23 -0.655
C -2.54 1.77 -5.21 -0.586
C -1.35 0.78 -5.32 -0.520
C -1.47 0.93 -6.85 -1.012
C -2.93 1.39 -6.65 1.168
C -4.05 0.34 -6.90 -0.996
C -4.95 1.48 -7.41 -0.437
C -3.69 2.37 -7.55 -1.058
C -1.68 2.26 -2.46 -0.826
C -1.09 1.09 -1.69 -0.645
N -1.94 0.76 -0.56 0.345
C -1.33 0.21 0.54 0.669
O -0.12 0.13 0.62 -0.673
C -2.23 -0.21 1.70 -0.407
C -1.46 -0.57 2.92 -0.005
N -1.48 -1.75 3.48 -0.427
N -0.69 -1.70 4.59 -0.762
C -0.22 -0.49 4.67 -0.009
N -0.67 0.28 3.65 0.256
C -0.36 1.68 3.39 0.625
C 1.13 1.85 3.12 -1.465
C -0.85 2.56 4.53 -1.452
H -2.63 -3.79 -0.92 0.259
H -4.14 -3.33 -1.75 0.331
H -2.56 -3.01 -2.52 0.288
H -3.11 -0.70 -2.64 0.026
H -4.65 -0.90 -1.79 0.560
H -3.91 0.48 0.07 0.571
H -4.91 1.55 -1.99 0.600
H -3.88 2.62 -1.01 0.417
H -2.14 2.80 -5.23 0.543
H -0.41 1.04 -4.85 0.441
H -1.65 -0.22 -5.00 0.193
H -0.84 1.74 -7.22 0.295
H -1.31 0.04 -7.47 0.360
H -3.75 -0.33 -7.71 0.435
H -4.41 -0.24 -6.05 0.208
H -5.53 1.29 -8.31 0.410
H -5.61 1.84 -6.62 0.148
H -3.76 3.40 -7.21 0.284
H -3.30 2.36 -8.57 0.329
H -1.09 2.47 -3.34 0.483
H -1.66 3.15 -1.82 0.280
H -0.97 0.23 -2.35 0.079
H -0.10 1.34 -1.30 0.552
H -2.94 0.59 1.92 0.426
H -2.80 -1.09 1.41 0.516
H 0.45 -0.13 5.44 0.429
H -0.91 1.95 2.48 0.021
H 1.35 2.89 2.86 0.400
H 1.71 1.60 4.01 0.354
H 1.44 1.21 2.30 0.375
H -0.67 3.61 4.30 0.403
H -1.92 2.42 4.70 0.395
H -0.32 2.33 5.45 0.324
```

- SMILES = COC[C@@H]1CN(C(=O)[C@H]2CCC23CCC3)CCN1C(=O)Cc1nncn1C(C)C
- energy (eV) = -35904.9231
- energy relative to the best compared isomer or geometry (same formula, charge and spin) (kJ/mol) = 18.7

=====

Below is a molecular structure, C24H37CeN3P2S, with properties calculated with ωB97M-V with the def2-TZVPD basis set.

```
68
Properties=species:S:1:pos:R:3:lowdin_spin:R:1
C 5.14 0.14 -0.92 0.000
C 3.83 0.22 -1.40 0.000
C 3.05 -0.98 -1.49 0.000
C 3.61 -2.23 -1.15 0.000
C 4.96 -2.28 -0.79 0.000
C 5.71 -1.11 -0.61 0.000
C 2.80 -3.51 -1.23 0.000
C 1.72 -3.31 -2.25 0.000
C 1.20 -2.03 -2.54 0.000
C 0.18 -1.89 -3.53 0.000
C -0.37 -3.04 -4.11 0.000
C 0.14 -4.31 -3.77 0.000
C 1.20 -4.43 -2.89 0.000
H 5.69 1.07 -0.68 0.000
H 5.44 -3.25 -0.59 0.000
H 6.72 -1.15 -0.19 0.000
H 3.47 -4.36 -1.53 0.000
H -1.27 -2.96 -4.74 0.000
H -0.33 -5.22 -4.20 0.000
H 1.65 -5.40 -2.67 0.000
N 1.68 -0.93 -1.80 -0.005
Ce 0.24 -0.18 -0.14 1.003
C 3.18 1.58 -1.62 0.000
H 2.77 1.66 -2.64 0.000
H 3.89 2.39 -1.43 0.000
C -0.41 -0.53 -3.87 0.000
H 0.36 0.16 -4.22 0.000
H -1.22 -0.63 -4.58 0.000
P 1.85 1.92 -0.38 0.001
P -1.20 0.21 -2.40 0.005
C -2.74 -0.74 -2.22 0.001
H -3.28 -0.41 -1.32 0.000
H -3.37 -0.57 -3.11 0.000
H -2.53 -1.81 -2.12 0.000
C -1.74 1.87 -2.89 0.002
H -2.38 1.76 -3.78 0.000
H -2.30 2.32 -2.06 0.000
H -0.85 2.47 -3.11 0.000
C 2.74 2.01 1.22 -0.001
H 3.41 2.87 1.11 0.000
H 2.06 2.18 2.07 0.000
H 3.33 1.11 1.47 0.000
C 1.24 3.57 -0.72 0.002
H 0.46 3.84 0.01 0.000
H 2.12 4.22 -0.63 0.000
H 0.81 3.63 -1.72 0.000
H 2.38 -3.94 -0.27 0.000
H 1.04 -0.95 1.21 -0.008
C -4.50 2.23 3.77 0.000
C -4.30 0.75 3.60 0.000
N -3.27 0.39 2.56 0.000
C -2.17 1.15 2.34 0.001
S -1.69 1.61 0.73 0.001
N -1.53 1.70 3.39 0.000
C -1.45 1.11 4.76 0.000
C -1.26 -0.39 4.75 0.000
H -3.56 2.75 4.00 0.000
H -5.20 2.40 4.60 0.000
H -4.95 2.69 2.87 0.000
H -3.93 0.28 4.51 0.000
H -5.24 0.26 3.30 0.000
H -3.65 -0.04 1.71 0.000
H -0.74 2.28 3.11 0.000
H -0.61 1.61 5.27 0.000
H -2.37 1.44 5.26 0.000
H -0.34 -0.65 4.23 0.000
H -1.19 -0.76 5.78 0.000
H -2.11 -0.87 4.24 0.000
```

- ⟨S²⟩ = 0.752
- energy (eV) = -72293.9361
- charge = +1
- multiplicity = 2

=====

> Look up the energy of the first one.

-35904.9231 eV

=====

> What is the energy in the first record?

-35904.9231 eV

=====

> Which of these has the highest energy?

C21H33N5O3

=====

> Look up the energy of the first one.

-35904.9231 eV